(1)
DFT (wB97M-V/def2-TZVPD) results for a gas-phase ion, C3H9N2 (charge +1) in a non-equilibrium geometry.

Geometry as XYZ:
```
14
Properties=species:S:1:pos:R:3:forces:R:3
N -0.30171 -0.26301 -0.08407 -0.33 0.21 0.01
C -0.14716 -1.43946 0.44612 0.10 0.81 0.87
H -1.22335 0.16731 -0.15690 0.10 -0.43 -0.19
H -0.20657 2.36301 -1.20195 -0.11 0.47 -0.03
H 1.35040 2.64974 -0.35652 -0.09 0.26 -0.08
H 0.86647 -1.66331 0.75890 0.13 -0.60 -0.65
H 0.86421 0.39573 -1.66197 0.41 -0.21 0.01
H 1.71400 0.34147 -0.05962 -0.02 -0.27 -0.16
C 0.43227 2.07480 -0.37782 0.10 -1.42 0.02
C 0.79570 0.57827 -0.59318 -0.31 1.06 0.28
N -1.11163 -2.23538 0.85632 0.40 0.00 -0.29
H -2.07537 -1.94751 0.77860 -0.11 -0.41 -0.09
H -0.10020 2.16758 0.56906 0.12 0.29 0.01
H -0.85707 -3.18921 1.08303 -0.40 0.23 0.27
```
Forces are in eV/Å.

- energy above the lowest of the compared OMol25 structures with the same formula, charge and spin (kcal/mol) = 4.2
- F_max (eV/A) = 1.42
- spin multiplicity = 1
- net charge = +1
- HOMO-LUMO gap (eV) = 11.65
- SMILES = CC/[NH+]=C/N
- electronic energy (Eh) = -228.98014



(2)
DFT (wB97M-V/def2-TZVPD) results for 12 unconnected molecules or ions with the total composition C35H92N8O19 in a non-equilibrium geometry.

Geometry as XYZ:
```
154
Properties=species:S:1:pos:R:3:forces:R:3
H 5.39026 -23.37439 0.03634 0.56 -0.59 0.22
H 1.83509 -29.31753 10.03040 0.71 0.09 -0.45
C -2.53135 -28.85900 11.17578 -0.04 -0.76 0.26
C -1.34597 -27.40350 9.57658 -0.02 1.69 1.09
O 5.67559 -33.25357 4.69049 -0.19 0.72 -0.06
H 3.59082 -22.86248 -0.35013 -0.23 0.08 -0.09
C 6.50161 -31.13581 3.75311 0.67 -0.56 1.13
C -3.52292 -28.44709 8.88554 -1.02 -0.30 -0.30
H 5.58182 -29.58628 -0.06029 0.41 0.03 -0.10
O 1.93859 -26.10753 2.14844 -0.83 1.38 -0.25
N -0.09960 -26.62065 1.30930 0.28 0.88 0.57
H 7.78689 -30.55162 9.83507 0.09 -0.09 0.63
C 2.78185 -32.06654 6.25299 0.28 -0.60 0.45
C 2.77888 -27.45479 5.00451 -1.32 1.09 1.44
O 3.01250 -27.77001 -0.23854 1.30 -0.60 1.21
H 5.88217 -25.37484 1.33655 0.09 0.20 -0.10
H 3.93255 -31.60445 12.97517 -0.15 -0.11 -0.08
C -1.03172 -31.46685 7.37286 -0.82 -0.94 -0.06
C 3.70955 -30.58854 12.65183 0.14 1.20 0.23
H 1.39812 -32.47335 4.02357 -0.19 -0.14 -0.41
H 9.21026 -27.31210 3.72770 -0.16 0.42 0.12
C -2.69204 -29.69178 6.91414 0.31 0.23 0.15
O 8.45308 -26.69429 1.95549 0.39 0.62 0.10
H -2.18038 -25.55729 4.24082 0.35 -0.12 -0.07
O 2.36400 -28.11571 3.84598 0.53 0.08 -1.00
C 2.86762 -33.07307 7.39711 -0.37 -0.38 -0.34
H -1.61775 -26.73129 10.40434 -0.17 -0.06 -0.04
C 1.42575 -25.12954 8.78967 -0.38 -0.53 -1.64
H -3.21846 -29.69729 11.31355 -0.02 0.04 -0.07
H 3.46227 -25.12767 9.26026 0.27 -0.35 0.25
H 0.43326 -25.36232 9.19232 0.16 -0.30 0.16
H 6.92588 -26.07396 4.02843 0.49 0.02 0.76
H 5.02579 -27.98324 10.53178 0.02 -0.07 0.28
H 6.76063 -29.26737 12.30389 0.72 -0.38 -0.84
H 2.42904 -29.37440 6.04949 -0.75 0.66 -0.28
H 1.62967 -23.93417 0.79109 0.16 -0.27 0.06
N -1.63301 -29.84638 9.13532 -0.70 -1.91 0.24
H 0.05480 -29.53076 9.85355 0.40 -0.52 0.26
H -1.84730 -32.20018 7.45780 -0.13 0.36 0.93
H -3.42471 -30.49901 6.98180 -0.02 -0.01 0.23
H 3.60566 -31.36741 6.41814 -0.21 0.32 -0.27
H -0.16893 -27.44410 1.89446 0.12 -0.07 -0.17
C 6.37922 -32.02836 4.98713 0.77 -0.60 -0.44
H 5.35301 -28.23508 -1.13319 -0.20 -0.01 -0.22
C 6.06446 -30.06622 12.03878 -0.88 0.18 1.55
H 1.81046 -31.57256 6.25094 0.03 0.17 0.21
H -3.06708 -24.64638 5.40413 -0.29 -0.14 -0.11
C 4.82823 -23.55806 0.95935 0.26 0.29 -1.40
H -1.54835 -31.20889 2.90557 0.05 0.01 -0.14
O 2.33377 -25.16749 11.03104 0.25 -0.41 -0.14
O 2.88632 -32.72500 4.99326 0.48 0.38 0.28
O 0.62590 -32.39051 3.42456 -0.35 0.19 0.49
H 2.89477 -29.03640 1.97730 0.02 -0.36 0.01
H 4.26926 -25.61842 0.65715 -0.02 0.09 -0.09
H 4.36883 -32.92325 8.57346 0.29 0.02 -0.22
N -1.30630 -23.70643 6.76553 0.06 0.04 0.24
H 7.28275 -30.40350 3.99597 -0.27 0.24 -0.02
H 3.57524 -26.70634 4.91935 0.57 -0.58 -0.52
H 0.00833 -24.29158 0.38373 -0.27 -0.04 0.00
O -1.03378 -29.27792 2.30075 0.20 0.08 -0.52
C 7.05847 -27.15335 3.94054 0.15 -0.16 -0.59
H -2.16808 -23.24331 6.99055 -0.31 -0.29 -0.39
H 3.99824 -28.98600 5.71616 0.35 0.40 0.61
C -0.29930 -29.14751 7.14203 1.15 0.55 1.11
H -0.27137 -27.49007 9.77429 -0.01 -0.60 -0.41
C 4.90852 -29.70372 12.99935 -0.01 -1.02 -0.34
H -0.65702 -26.54254 0.48467 -0.25 -0.08 -0.09
H -4.12742 -27.60164 9.22373 0.35 0.18 0.25
O 3.50370 -23.10542 0.57078 0.23 0.05 1.00
C 3.83181 -28.57076 0.25244 -1.10 -0.03 -1.51
O -0.50629 -30.32662 9.85622 -0.26 1.40 -0.11
H -0.18889 -31.81371 7.96565 0.14 -0.04 -0.27
H 5.37912 -26.83895 2.96094 -0.24 -0.04 0.34
C 5.71970 -30.11853 10.55017 -0.06 2.09 0.39
H 6.96069 -31.77604 2.98681 -0.57 0.20 -0.42
H -2.66288 -27.52552 7.15317 0.11 -0.10 -0.19
H 1.37928 -30.48254 3.43019 -0.39 0.33 0.30
H -4.14563 -29.33012 9.06163 0.00 -0.02 0.19
N 3.53941 -29.42025 1.29976 -0.14 0.98 -0.72
N 5.05411 -28.79146 -0.36033 -0.47 -0.15 1.03
H -0.90227 -31.60123 6.29857 0.85 0.53 -0.14
H 1.83004 -31.55663 10.01591 -0.25 -0.37 0.10
H 6.46567 -31.02941 12.36293 0.07 0.02 -0.01
H -2.36809 -29.65252 5.87113 -0.20 0.08 -0.04
H 5.64345 -28.60630 8.99567 -0.32 0.14 0.15
H 6.65890 -32.00940 10.07748 0.55 0.15 0.85
C 0.95003 -25.75375 1.47300 0.42 -1.58 -0.72
O 4.38981 -25.23454 2.68537 -0.80 0.18 -0.07
O 4.03175 -30.57760 8.89540 0.22 0.77 0.47
H 5.29571 -29.60100 3.36377 0.38 0.19 0.17
H 1.38974 -24.06425 8.51864 0.52 0.16 0.77
H 5.94527 -31.48482 5.83089 -0.13 -0.12 -0.02
H 4.68881 -28.63598 13.06674 -0.16 0.02 -0.58
C -3.31685 -28.37547 7.37136 0.58 -0.03 0.08
H -0.01301 -29.37874 6.11783 -0.30 0.05 -0.11
H 6.77234 -28.21296 10.17060 -0.07 0.00 0.52
O 1.64745 -25.79522 7.52736 -0.53 0.13 0.50
H 2.33308 -32.71226 8.27506 -0.10 0.03 -0.05
H 2.63706 -26.67500 9.67951 0.03 -0.12 -0.05
H -4.22840 -28.18345 6.80302 -0.22 -0.05 0.31
H 2.68046 -27.17916 7.50688 0.36 -1.02 -0.36
H 2.39029 -33.97989 7.01551 -0.11 -0.04 0.24
H 7.39217 -32.37646 5.22979 0.06 0.58 0.25
H 5.35478 -22.95646 1.70514 -0.78 0.24 0.29
H -1.50440 -26.75483 8.71176 0.18 -0.50 -0.30
H -0.48847 -28.07899 7.27803 -0.20 -0.10 -0.45
H 7.70220 -26.77341 1.36270 -0.25 -0.38 0.23
H 1.62526 -29.22231 11.71547 0.15 -0.07 0.15
H 7.24816 -27.72209 4.85856 -0.70 0.49 0.39
C -0.79441 -30.43666 3.09550 -0.48 -0.15 0.41
H 1.98058 -26.80354 5.38776 -0.40 -0.23 -0.18
H 2.99248 -28.36896 11.05014 0.00 0.02 -0.22
C 4.85196 -25.00726 1.35519 -0.26 -0.46 0.22
O 5.88014 -27.60512 3.29228 0.04 -0.67 -0.23
H 3.38325 -25.28351 2.66125 1.21 -0.20 -0.18
H 2.35084 -27.46821 3.09608 -0.33 -0.24 0.77
H -1.62181 -29.12765 11.71476 0.07 0.04 -0.10
C 8.29773 -27.45797 3.14591 0.46 -0.44 -1.29
O 4.20130 -33.43311 7.76917 -0.16 0.36 0.14
C 2.41213 -29.28575 10.95363 -0.56 0.21 0.70
H -2.93997 -27.98523 11.68110 -0.13 0.15 -0.33
O 0.10446 -24.80091 5.34681 -1.62 0.10 0.43
H -0.98268 -30.07378 4.10350 0.21 -0.18 0.22
C 2.33310 -31.75326 10.96426 -0.20 0.58 -0.38
C 3.07418 -28.48671 6.06659 1.01 -1.53 -0.40
C -1.06097 -24.50017 5.66214 0.89 -0.08 -0.27
H -1.01352 -29.52129 1.36584 0.07 -0.14 0.17
N -2.19041 -24.90441 4.99902 0.51 0.55 0.60
H 8.36120 -28.51678 2.84704 -0.47 -0.04 0.32
H 0.92542 -31.06706 1.90979 -0.56 0.14 -0.31
C -1.40991 -30.03049 7.71323 -0.39 0.26 -1.51
H 6.02860 -33.90414 5.30248 -0.33 -0.16 0.09
H 2.85169 -30.17200 13.18412 -0.09 -0.62 0.33
H 1.85896 -24.33342 11.01556 0.07 0.11 -0.01
C 5.76843 -28.63924 10.09012 0.83 -0.23 -1.67
H 6.49650 -31.02158 8.78571 0.07 0.50 0.05
N 0.89289 -24.62491 0.70702 0.39 -0.03 0.64
C 6.77559 -30.94567 9.85171 -1.01 -0.72 -2.14
H 4.15447 -29.63491 8.65521 -0.60 -0.28 -0.29
H 5.23109 -29.94679 14.01563 0.04 -0.08 -0.02
C 0.57700 -31.05522 2.95140 1.56 -0.19 -0.34
H 1.00908 -25.49448 6.84597 0.34 0.01 0.07
H 2.84211 -32.71349 10.89937 0.28 0.10 0.13
N 4.37897 -30.63981 10.26053 1.00 -1.68 1.05
C -2.23655 -28.64705 9.69342 0.45 0.56 -0.59
H -0.52859 -23.29064 7.24319 0.36 -0.17 -0.28
O 3.18088 -28.03726 7.40794 0.03 0.98 -0.11
C 2.56696 -25.59404 9.68320 -0.75 1.61 0.17
H 0.62168 -29.29010 7.73127 -0.03 -0.17 -0.15
H 1.59448 -31.78968 11.76645 -0.13 -0.05 -0.12
C 3.25911 -30.54587 11.19040 -0.36 -0.19 -0.53
H 3.84135 -32.86994 4.86330 -0.15 -0.28 -0.42
O 5.26708 -30.56607 3.43361 -0.36 -0.14 -0.57
H 4.20866 -30.08759 1.63964 0.18 0.05 0.25
```
Forces are in eV/Å.

- energy above the lowest of the compared OMol25 structures with the same formula, charge and spin (kcal/mol) = 0.0
- F_max (eV/A) = 2.47
- spin multiplicity = 1
- net charge = 0
- HOMO-LUMO gap (eV) = 7.97
- SMILES = CC1(C)CCCC(C)(C)N1O.CC1(C)CCCC(C)(C)N1O.NC(N)=O.NC(N)=O.NC(N)=O.OCCO.OCCO.OCCO.OCCO.OCCO.OCCO.OCCO
- electronic energy (Eh) = -3256.28870